# 1
A structure of composition C4H4N2O2 in a non-equilibrium geometry. Source: the Open Molecules 2025 dataset; level of theory: the ωB97M-V functional and the def2-TZVPD basis.

XYZ file:
```
12
Properties=species:S:1:pos:R:3:forces:R:3:nbo_charge:R:1
C 0.749 1.081 -1.363 1.181 -2.966 2.570 -0.129
C 0.013 0.188 0.574 1.069 -2.074 6.350 0.015
C -0.783 -0.829 1.297 -5.204 1.207 1.955 -0.116
C -0.310 0.024 -0.686 -1.051 -0.031 -6.652 0.060
H 0.317 1.970 -1.722 -0.152 0.810 -0.992 0.223
H 1.593 0.507 -1.761 -1.021 0.407 -1.712 0.247
H -0.509 -1.328 2.287 -0.071 0.464 -1.935 0.257
H -1.989 -0.252 1.499 3.643 -1.238 0.068 0.190
N 1.055 0.777 0.956 1.621 1.566 0.447 -0.051
N -1.108 -1.034 -0.910 2.660 3.309 -2.993 -0.025
O 1.655 1.456 -0.141 -3.226 -0.951 -0.131 -0.370
O -1.287 -1.692 0.196 0.551 -0.503 3.024 -0.301
```
Positions in Å, forces in eV/Å.

molecular weight	112.09	Da
total energy	-11280.794	eV
ΔE to the lowest compared entry with this formula, charge and spin	178.6	kcal per mole

# 2
A structure of composition C23H48Cl2GaO2S. Source: the Open Molecules 2025 dataset; level of theory: the ωB97M-V functional and the def2-TZVPD basis.

XYZ file:
```
77
Properties=species:S:1:pos:R:3:forces:R:3:mulliken_charge:R:1
C -3.235 -0.805 -2.651 -0.006 0.120 -0.015 -0.586
C -4.303 -0.802 -1.556 -0.024 0.015 -0.088 -0.767
C -3.845 -0.097 -0.269 0.009 0.073 -0.066 0.093
C -4.341 1.351 -0.149 0.069 -0.127 -0.130 -0.664
C -3.829 2.034 1.125 -0.098 -0.031 0.115 -1.019
C -2.536 2.855 1.025 0.153 -0.071 0.080 0.349
C -2.380 3.864 -0.131 -0.134 0.173 0.018 -1.200
C -1.171 3.574 -1.025 0.243 -0.116 0.082 -0.812
C -1.378 2.364 -1.957 -0.077 0.020 -0.170 0.729
C -0.289 1.293 -1.927 0.175 0.003 0.143 1.207
C 0.962 1.655 -2.727 0.059 -0.063 0.091 -1.212
C 2.069 0.570 -2.690 -0.048 0.006 0.056 0.492
C 3.373 1.060 -2.047 -0.096 0.149 0.075 -1.372
C 3.275 1.259 -0.520 0.056 -0.016 0.064 0.504
C 3.879 0.114 0.315 0.031 -0.013 -0.098 -0.907
C 3.351 -1.303 0.030 0.050 0.092 0.085 -0.781
Ga 1.513 -1.769 0.819 -0.007 0.015 -0.031 -0.111
C 0.207 -2.441 -0.598 0.128 -0.259 0.082 0.468
C 0.840 -3.609 -1.355 -0.179 -0.079 -0.005 -1.020
C 0.100 -4.051 -2.612 0.091 0.035 -0.031 -0.538
Cl -1.509 -4.792 -2.251 -0.017 0.029 0.034 -0.263
C 0.749 -0.196 1.887 -0.088 0.110 0.052 0.442
C 0.476 -0.451 3.377 -0.006 0.005 -0.076 -0.600
C 1.733 -0.265 4.230 0.012 0.004 0.273 -0.978
C 2.842 -1.306 4.062 0.313 0.042 -0.247 -0.126
S 2.895 -2.647 5.232 0.073 0.010 0.262 1.021
O 3.456 -3.829 4.644 -0.056 0.503 0.325 -0.557
O 3.386 -2.128 6.483 -0.018 -0.306 -0.405 -0.578
Cl 0.924 -3.060 5.602 -0.176 -0.144 -0.027 -0.230
H -2.395 -1.452 -2.376 -0.090 0.055 0.000 -0.012
H -3.635 -1.153 -3.609 0.020 -0.047 0.091 0.446
H -2.838 0.205 -2.810 -0.124 -0.195 -0.014 0.109
H -4.593 -1.833 -1.329 0.051 0.060 -0.062 0.371
H -5.206 -0.304 -1.937 0.063 -0.072 0.088 0.342
H -2.747 -0.104 -0.230 -0.056 -0.040 0.069 -0.231
H -4.187 -0.652 0.611 0.035 0.062 -0.066 0.456
H -4.032 1.906 -1.045 -0.220 -0.032 0.187 0.431
H -5.438 1.353 -0.161 0.121 -0.052 0.030 0.376
H -4.619 2.652 1.566 0.038 0.031 -0.148 0.345
H -3.631 1.235 1.853 -0.131 0.188 0.055 0.397
H -2.440 3.409 1.966 0.061 -0.163 -0.031 0.447
H -1.688 2.164 1.011 0.022 -0.008 -0.087 -0.396
H -2.263 4.869 0.291 -0.071 -0.089 -0.068 0.457
H -3.292 3.895 -0.744 0.108 0.022 0.051 0.396
H -0.922 4.465 -1.611 -0.032 -0.061 0.044 0.421
H -0.307 3.388 -0.370 -0.084 0.050 -0.119 0.297
H -2.334 1.891 -1.712 0.277 0.113 -0.040 -1.187
H -1.474 2.732 -2.989 -0.105 -0.116 0.083 0.492
H -0.009 1.086 -0.885 -0.039 -0.042 -0.065 -0.579
H -0.688 0.354 -2.322 0.025 0.047 0.020 -0.246
H 1.369 2.603 -2.351 -0.041 -0.048 -0.077 0.376
H 0.646 1.830 -3.764 0.101 0.078 0.083 0.365
H 1.703 -0.302 -2.135 0.027 0.052 -0.068 -0.599
H 2.278 0.232 -3.712 -0.019 -0.007 0.090 0.483
H 3.628 2.015 -2.527 0.075 -0.126 0.053 0.422
H 4.194 0.366 -2.262 -0.093 0.034 -0.022 0.447
H 3.809 2.179 -0.241 -0.118 -0.091 -0.037 0.485
H 2.225 1.421 -0.238 0.100 -0.089 -0.030 -0.618
H 4.975 0.157 0.175 -0.143 0.007 -0.045 0.538
H 3.714 0.361 1.375 0.025 -0.027 -0.103 0.115
H 4.063 -2.019 0.468 -0.102 0.061 -0.060 0.507
H 3.370 -1.511 -1.048 0.054 0.065 0.023 0.444
H 1.711 -3.025 1.839 -0.024 0.018 0.002 -0.559
H -0.086 -1.668 -1.312 -0.041 0.153 -0.055 -0.565
H -0.707 -2.792 -0.098 0.068 0.116 -0.114 0.671
H 0.936 -4.473 -0.685 0.062 0.089 -0.090 0.393
H 1.862 -3.359 -1.681 -0.126 0.009 0.001 0.175
H -0.115 -3.205 -3.268 0.057 -0.057 0.070 0.249
H 0.643 -4.814 -3.173 -0.023 0.060 0.048 0.422
H 1.362 0.717 1.805 -0.061 -0.104 -0.054 0.256
H -0.202 0.051 1.396 -0.028 -0.020 -0.001 -0.646
H -0.271 0.255 3.773 0.080 -0.075 -0.016 0.327
H 0.060 -1.453 3.522 0.048 0.087 0.006 0.406
H 1.493 -0.184 5.297 -0.021 0.011 -0.112 0.444
H 2.177 0.695 3.941 -0.006 -0.058 0.078 0.407
H 2.875 -1.767 3.071 -0.105 0.018 0.146 -0.394
H 3.815 -0.859 4.300 -0.049 -0.046 -0.183 0.334
```
Positions in Å, forces in eV/Å.

molecular weight	529.33	Da
total energy	-116981.989	eV
charge	-1

# 3
An isolated molecule of C3H7NO in a non-equilibrium geometry. Source: the Open Molecules 2025 dataset; level of theory: the ωB97M-V functional and the def2-TZVPD basis.

XYZ file:
```
12
Properties=species:S:1:pos:R:3:forces:R:3:nbo_charge:R:1
C -1.588 0.259 0.317 -3.071 -0.308 2.179 -0.675
C -0.140 0.114 0.262 3.287 0.329 -0.116 0.141
C 0.611 -0.281 -1.014 0.846 -0.862 -0.865 -0.742
N 0.547 0.412 1.329 -1.376 0.383 -0.679 -0.113
O 1.924 0.396 1.238 0.202 -4.387 -3.445 -0.532
H -1.973 1.386 0.032 0.817 -3.136 0.442 0.249
H -2.147 -0.655 -0.198 1.037 2.350 0.625 0.230
H -1.798 0.063 1.491 0.031 0.877 -2.679 0.254
H 0.778 -1.518 -0.985 -0.299 3.260 -0.287 0.240
H 1.792 0.293 -0.917 -3.817 -1.550 -1.258 0.243
H -0.093 -0.026 -1.989 2.322 -0.561 2.448 0.265
H 2.086 -0.443 0.435 0.021 3.604 3.634 0.440
```
Positions in Å, forces in eV/Å.

molecular weight	73.09	Da
total energy	-6757.481	eV
SMILES	CC(C)=NO
ΔE to the lowest compared entry with this formula, charge and spin	121.5	kcal per mole

Number 1: HOMO-LUMO gap 8.55 eV. Number 2: HOMO-LUMO gap 7.82 eV. Number 3: HOMO-LUMO gap 10.07 eV.